No. 1
{"formula": "C8H18BNO4", "method": "ωB97M-V/def2-TZVPD", "e_above_lowest_ev": 1.983, "homo_lumo_gap_ev": 10.17, "total_charge": 0, "e_homo_ev": -9.750, "symbols": ["C", "C", "C", "C", "O", "N", "C", "C", "C", "O", "O", "B", "C", "O", "H", "H", "H", "H", "H", "H", "H", "H", "H", "H", "H", "H", "H", "H", "H", "H", "H", "H"], "coordinates": [[0.9384, 0.6308, 2.0564], [0.0549, -0.3522, 2.8304], [-1.4228, -0.4870, 2.3814], [-1.8295, 0.0969, 1.0329], [-1.6748, -0.8364, -0.0428], [-0.4623, -0.6261, -0.7488], [0.3805, -1.8190, -0.4999], [1.5037, -2.0042, -1.5103], [-0.8125, -0.5337, -2.1500], [-1.7214, -1.0753, -2.6800], [0.0680, 0.2541, -2.7931], [0.5779, 1.4271, -2.2306], [-0.2979, 2.4817, -1.4669], [1.8971, 1.6208, -2.5085], [0.7977, 0.5670, 0.9768], [0.7488, 1.6630, 2.3629], [1.9911, 0.4275, 2.2615], [0.5254, -1.3381, 2.8284], [0.0561, -0.0330, 3.8750], [-1.6928, -1.5449, 2.3330], [-2.0745, -0.0531, 3.1443], [-2.8946, 0.3349, 1.0397], [-1.2849, 1.0105, 0.7946], [-0.2872, -2.6853, -0.4926], [0.8038, -1.7035, 0.4997], [2.2281, -2.7073, -1.0994], [2.0305, -1.0709, -1.7054], [1.1383, -2.4087, -2.4549], [-1.3240, 2.1611, -1.2935], [0.1566, 2.7196, -0.5002], [-0.3368, 3.4119, -2.0425], [2.2192, 2.4716, -2.1977]], "atomic_forces_ev_per_a": [[0.0270, 0.0371, 0.0582], [-0.0085, 0.0359, 0.0057], [0.0024, -0.0308, -0.0380], [0.0527, 0.0706, 0.0096], [0.0986, -0.0077, 0.0037], [-0.1810, -0.1289, -0.1359], [0.1473, -0.0310, 0.0604], [0.0294, 0.0197, 0.0862], [0.2872, 0.4313, 0.2691], [-0.3638, -0.1959, -0.1963], [0.0241, -0.0913, 0.0031], [0.0387, -0.1075, -0.0501], [0.0448, -0.0045, 0.0395], [-0.0418, 0.0577, 0.0114], [0.0264, -0.0298, 0.0387], [-0.0679, -0.0160, -0.0917], [-0.0170, 0.0292, 0.0472], [-0.0153, 0.0253, -0.0971], [0.0378, -0.1339, 0.0233], [-0.0244, 0.0200, 0.1071], [0.0383, 0.0928, -0.0545], [-0.0088, -0.0681, 0.0210], [-0.0503, 0.0158, 0.0037], [0.0652, -0.0139, -0.0181], [-0.1073, 0.0212, -0.0175], [-0.0490, -0.0652, -0.0286], [0.0098, -0.0026, -0.0133], [0.0148, 0.0991, -0.0128], [0.0010, -0.0329, -0.0157], [-0.0558, 0.0272, -0.0293], [0.0080, -0.0008, 0.0262], [0.0374, -0.0221, -0.0152]]}

No. 2
{"formula": "C8H18BrNO10", "method": "ωB97M-V/def2-TZVPD", "homo_lumo_gap_ev": 9.69, "total_charge": 0, "e_homo_ev": -9.404, "symbols": ["O", "C", "O", "C", "Br", "C", "O", "C", "C", "C", "C", "C", "N", "O", "H", "H", "H", "H", "H", "H", "O", "H", "H", "O", "H", "H", "O", "H", "H", "O", "H", "H", "O", "H", "H", "O", "H", "H"], "coordinates": [[0.3517, 0.9443, 1.9148], [-0.6413, 0.3426, 1.7243], [-0.8319, -0.9872, 2.1580], [-2.0237, -1.4614, 1.4823], [-2.3025, -3.3698, 1.2376], [-2.0785, -0.4967, 0.2508], [-3.3068, -0.2508, -0.3699], [-0.8013, -0.5192, -0.7010], [-0.5928, 0.6631, -1.5189], [0.5929, 0.6630, -2.3910], [1.4787, -0.5107, -2.3249], [1.0791, -1.5784, -1.4214], [-0.0218, -1.6230, -0.6247], [-1.8094, 0.7400, 1.0146], [-2.8283, -1.0497, 2.1508], [-3.5168, 0.6969, -0.3092], [-1.2952, 1.5321, -1.5188], [0.7913, 1.5268, -3.0678], [2.3956, -0.5919, -2.9413], [1.7634, -2.4643, -1.3708], [4.3932, -0.4973, -1.5163], [4.9477, -0.6855, -0.7522], [4.9073, 0.1393, -2.0236], [1.7829, 0.1554, -5.3051], [1.1036, 0.7873, -5.5662], [1.4963, -0.6739, -5.7047], [-4.9313, -1.2682, 2.6617], [-5.1871, -0.3599, 2.4627], [-5.3558, -1.4513, 3.5081], [-2.4174, 3.8248, 1.1514], [-2.6872, 4.0190, 2.0557], [-2.0197, 2.9474, 1.2076], [0.5582, -1.3554, 5.2324], [1.1784, -2.0612, 5.0197], [0.4049, -0.9170, 4.3866], [5.3883, 1.4954, -0.2641], [5.5249, 1.8997, 0.6007], [4.5106, 1.7958, -0.5280]], "atomic_forces_ev_per_a": [[-0.4468, 0.4695, 0.1978], [-1.2075, -1.6027, 0.0949], [0.3056, 0.9640, -1.2754], [-1.5766, 1.5127, 0.4570], [0.5857, 1.1238, 0.1589], [0.9313, 1.3061, -0.4622], [0.5599, -0.7772, 0.3767], [-0.9862, 0.3016, -0.7604], [2.0151, -1.5096, -0.8642], [-0.6319, -1.8938, 1.6258], [-2.5216, 0.7617, 1.1530], [1.0093, 0.5591, -0.8929], [0.4878, 2.0060, -1.5601], [2.0705, -0.5429, 1.2268], [0.2457, -1.2526, -0.8752], [0.2838, -0.4011, 0.0455], [0.7156, -1.0157, 0.1165], [-0.1012, -0.9122, 0.7108], [-0.9249, 0.0574, 0.6733], [-0.8000, 0.8566, 0.0428], [-0.1743, -0.5256, -0.4441], [-0.0430, 0.2032, -0.0324], [0.0733, -0.1209, 0.0946], [-0.1059, 0.0361, -0.2425], [0.0755, -0.0325, 0.0022], [0.0647, 0.0300, 0.0690], [-0.1733, 0.2118, 0.1748], [-0.0219, -0.0928, -0.0619], [0.0669, -0.0697, -0.0628], [-0.0607, -0.1317, 0.1115], [0.0282, 0.0539, -0.0917], [0.0321, 0.0219, -0.0666], [0.0730, 0.0127, -0.1168], [-0.0683, 0.0438, 0.0334], [-0.0265, -0.0708, 0.0382], [0.1546, 0.5822, 0.4489], [0.0964, 0.0192, -0.1030], [-0.0045, -0.1817, 0.0595]]}

Number 1 is which compound?
C8H18BNO4